C29H52HfP2Si as an isolated structure in a non-equilibrium geometry, computed with wB97M-V/def2-TZVPD.

**ΔE to the lowest compared entry with this formula, charge and spin**: 1.987 eV
**F_max**: 0.070 Eh/bohr
**Energy**: -2155.6926 a.u.
**Total charge**: +2
**HOMO energy**: -11.805 eV

Last column: Mulliken charge in e.
Element x y z (Å)
Hf -1.368 -1.979 -0.190  0.9158
C -2.731 -1.877 1.862  0.1534
C -3.187 -0.692 1.233  1.4900
C -3.512 -2.455 -0.274  0.0353
C -2.942 -2.985 0.977  0.8491
C -3.568 -1.014 -0.093  0.3975
C -2.132 -1.947 3.217  -0.4846
H -1.965 -0.942 3.627  0.1760
H -1.144 -2.396 3.115  -0.5417
H -2.669 -2.571 3.949  0.3806
C -2.654 -4.397 1.328  -0.9806
H -1.598 -4.505 1.623  0.1354
H -2.880 -5.083 0.503  0.3862
H -3.263 -4.688 2.192  0.3490
C -3.691 -3.222 -1.546  -1.2289
H -4.305 -4.110 -1.330  0.4353
H -2.743 -3.626 -1.966  0.3742
H -4.220 -2.654 -2.330  0.3548
C -4.033 0.011 -1.072  -1.3937
H -5.130 0.010 -1.178  0.3689
H -3.607 -0.145 -2.072  0.4208
H -3.779 1.033 -0.743  0.2738
C -3.336 0.638 1.891  -1.4588
H -4.386 0.866 2.159  0.3445
H -2.977 1.443 1.234  0.1259
H -2.756 0.703 2.816  0.3638
C 1.418 0.960 2.115  -0.5208
C 0.455 1.592 2.797  -0.6122
C -0.310 2.836 2.479  -0.7409
C -0.153 3.367 1.032  -0.4204
C -0.770 2.466 0.013  -0.9898
C -0.358 1.259 -0.463  0.0829
C 0.983 0.612 -0.386  0.2598
C 1.891 1.192 0.721  -0.3657
H -0.018 3.661 3.152  0.5454
H 0.913 3.588 0.838  -0.3622
H -1.375 2.649 2.704  0.1622
H 2.038 2.251 0.495  -0.3094
H 1.931 0.128 2.610  0.4407
H 0.330 1.303 3.866  0.4253
H 2.886 0.707 0.657  0.5867
H 0.878 -0.507 -0.201  -0.5414
H -1.140 0.639 -0.980  1.0572
H 1.558 0.723 -1.347  -0.2314
H -0.744 4.311 0.983  0.4780
H -1.780 2.766 -0.289  0.5211
P 2.417 2.926 -2.430  0.6669
P 0.820 2.328 -4.951  0.2646
C 3.029 3.828 -3.978  -0.8697
C 2.501 3.149 -5.239  -0.9606
H 4.131 3.832 -3.963  0.4491
H 2.701 4.877 -3.908  0.4400
H 2.430 3.866 -6.074  0.5451
H 3.191 2.341 -5.530  0.4266
C 0.582 1.878 -6.723  -1.1735
H -0.460 1.589 -6.881  0.3823
H 1.212 1.012 -6.947  0.3715
H 0.841 2.695 -7.410  0.3161
C -0.169 3.884 -4.975  -1.1520
H 0.158 4.592 -5.746  0.3728
H -0.131 4.371 -4.001  0.2910
H -1.210 3.605 -5.166  0.3978
C 3.911 1.839 -2.235  -1.2746
H 3.755 1.210 -1.351  0.2546
H 4.822 2.443 -2.105  0.4794
H 4.009 1.195 -3.120  0.3188
C 2.852 4.278 -1.246  -1.3585
H 2.441 5.227 -1.624  0.4313
H 3.942 4.364 -1.127  0.3672
H 2.388 4.067 -0.273  0.3505
C 2.016 -5.706 2.880  -1.0009
Si 1.407 -4.106 3.636  0.0036
C -0.033 -4.426 4.804  -0.9275
C 2.818 -3.443 4.661  -0.9673
C 0.708 -3.243 2.160  0.6374
C 0.114 -2.762 1.156  -0.7180
H 2.159 -6.437 3.689  0.3515
H 2.957 -5.540 2.333  0.3032
H 1.243 -6.045 2.174  0.3101
H 0.327 -5.199 5.499  0.4004
H -0.328 -3.532 5.371  0.3054
H -0.905 -4.805 4.253  0.2537
H 3.721 -3.263 4.064  0.3476
H 2.561 -2.541 5.233  0.3381
H 3.015 -4.267 5.365  0.3189



A 5-piece molecular cluster, C29H52N4O7 overall in a non-equilibrium geometry, computed with wB97M-V/def2-TZVPD.

**F_max**: 0.110 Eh/bohr
**Energy**: -1880.8310 a.u.
**Total charge**: +3
**HOMO energy (spin up / spin down)**: -12.820 / -12.819 eV
**2S+1**: 2

Last column: Mulliken spin population.
Element x y z (Å)
C -3.889 3.096 4.830  0.0000
C -2.883 2.176 4.173  -0.0001
C -1.542 2.148 4.906  -0.0003
C -0.554 1.100 4.248  0.0011
N 0.821 0.956 4.955  0.0026
C 1.689 -0.138 4.134  0.0086
C 3.201 0.265 4.264  0.0006
C 3.114 1.795 4.673  0.0002
C 1.714 2.252 4.783  -0.0006
C 0.517 0.780 6.494  0.0002
C 1.780 0.507 7.366  0.0003
C 1.519 -0.432 8.556  0.0000
H -4.653 3.333 4.089  0.0000
H -3.307 4.010 4.940  0.0000
H -4.295 2.821 5.803  0.0000
H -2.786 2.555 3.156  0.0000
H -3.297 1.192 3.954  0.0001
H -1.801 1.680 5.856  0.0000
H -1.084 3.137 4.946  0.0000
H -0.331 1.434 3.235  -0.0011
H -1.084 0.148 4.206  0.0003
H 1.542 -1.134 4.553  0.0001
H 1.394 -0.196 3.087  -0.0095
H 3.723 -0.333 5.011  -0.0001
H 3.781 0.102 3.356  -0.0002
H 3.594 1.774 5.652  0.0000
H 3.761 2.373 4.014  0.0005
H 1.558 2.940 5.613  0.0000
H 1.402 2.666 3.824  -0.0011
H -0.326 0.097 6.606  0.0000
H 0.049 1.732 6.747  -0.0001
H 2.343 1.385 7.684  0.0000
H 2.606 -0.005 6.874  0.0000
H 0.535 -0.348 9.019  0.0000
H 2.291 -0.265 9.307  0.0000
H 1.693 -1.423 8.137  0.0000
C -3.660 -3.352 3.714  0.0000
C -4.114 -2.032 3.008  0.0000
C -3.110 -1.426 2.007  -0.0001
O -3.606 -0.217 1.537  0.0000
C -2.716 0.489 0.708  0.0007
N -5.334 -2.554 2.123  0.0000
H -4.927 -3.097 1.375  0.0000
H -6.019 -3.074 2.652  0.0000
H -5.744 -1.840 1.537  0.0000
H -4.367 -3.822 4.398  0.0000
H -2.719 -3.220 4.248  0.0000
H -3.360 -4.109 2.990  0.0000
H -4.566 -1.306 3.684  0.0000
H -2.773 -1.940 1.107  0.0000
H -2.297 -1.146 2.676  0.0000
H -3.091 1.502 0.567  0.0000
H -2.677 0.075 -0.300  0.0000
H -1.718 0.763 1.050  -0.0008
C -1.438 -2.087 -11.150  0.0000
N -0.530 -1.626 -10.176  0.0000
C 0.771 -1.297 -10.577  0.0000
C 1.733 -1.030 -9.600  -0.0005
C 1.316 -0.810 -8.250  -0.0009
C -0.025 -1.177 -7.931  -0.0012
C -0.941 -1.558 -8.886  0.0006
C 2.356 -0.310 -7.271  0.0028
C 3.084 0.814 -7.398  -0.0019
C 3.797 1.398 -6.352  0.0015
N 3.751 0.814 -5.165  0.0002
C 3.171 -0.381 -5.027  0.0007
C 2.358 -0.995 -6.048  -0.0012
C 4.160 1.541 -3.919  0.0009
H -2.371 -2.479 -10.744  0.0000
H -1.020 -2.857 -11.799  0.0000
H -1.712 -1.272 -11.819  0.0000
H 1.047 -1.399 -11.616  0.0000
H 2.709 -0.749 -9.967  0.0000
H -0.437 -0.996 -6.949  0.0000
H -1.978 -1.774 -8.676  0.0001
H 2.928 1.338 -8.328  -0.0002
H 4.188 2.405 -6.370  0.0001
H 3.132 -0.906 -4.084  0.0002
H 1.812 -1.917 -5.907  -0.0001
H 3.976 0.930 -3.036  -0.0007
H 3.346 2.245 -3.741  0.0000
H 5.166 1.960 -3.909  0.0002
O 0.693 0.780 -0.485  0.0169
C 1.851 1.320 -0.262  -0.0703
O 2.331 2.123 -1.073  0.2973
O 2.409 1.084 0.851  0.7487
H 0.729 1.312 -1.283  0.0061
O 0.579 -1.862 -2.098  0.0002
C 0.307 -1.839 -3.347  0.0003
O 0.454 -2.907 -3.907  0.0001
O -0.083 -0.766 -3.933  0.0001
H 0.386 -0.942 -1.901  -0.0009